1:
Density functional theory data (the ωB97M-V functional and the def2-TZVPD basis) for 2 unconnected molecules or ions with the total composition C4H9N2O.

- Charge: +1
- LUMO energy: -3.1752 eV

```
16
C4H9N2O, DFT the ωB97M-V functional and the def2-TZVPD basis
C 0.40 -0.70 1.94
C 0.00 0.11 0.77
C 0.48 1.33 0.41
N -0.26 1.77 -0.66
C -1.17 0.84 -0.96
N -1.06 -0.12 -0.07
H 0.84 -0.13 2.70
H -0.49 -1.08 2.46
H 1.07 -1.52 1.66
H 1.35 1.75 0.88
H 0.11 2.33 -1.41
H -1.75 0.90 -1.87
H -1.59 -0.98 -0.16
H 1.93 -2.09 -1.70
H 1.03 -3.07 -1.08
O 1.16 -2.12 -1.13
```

2:
Density functional theory data (the ωB97M-V functional and the def2-TZVPD basis) for a gas-phase ion, C4H9N2O (charge +1).

- SMILES: CC/C=[NH+]/C=[NH+]\[O-]
- Charge: +1
- LUMO energy (alpha / beta): -5.0219 / -5.0219 eV

```
16
C4H9N2O, DFT the ωB97M-V functional and the def2-TZVPD basis
C -1.93 -0.80 0.31
C -1.41 0.49 -0.32
C -0.03 0.40 -0.62
N 0.84 1.04 0.09
C 2.14 0.64 0.18
N 2.31 -0.64 -0.09
O 1.43 -1.36 -0.58
H -2.87 -0.74 0.81
H -1.32 -1.29 1.07
H -2.22 -1.71 -0.33
H -1.79 1.15 0.49
H -2.07 0.81 -1.12
H 0.21 0.07 -1.59
H 0.62 1.82 0.76
H 2.91 1.22 0.81
H 3.17 -1.11 0.12
```

3:
Density functional theory data (the ωB97M-V functional and the def2-TZVPD basis) for a gas-phase ion, C4H9N2O (charge +1).

- SMILES: C1C[NH+]([C@@H]2NO2)C1
- Charge: +1
- LUMO energy: -3.3682 eV

```
16
C4H9N2O, DFT the ωB97M-V functional and the def2-TZVPD basis
C 1.55 0.14 0.06
C 0.41 -0.92 0.03
N -0.60 0.16 -0.28
C -1.87 0.07 0.51
N -2.86 -0.71 0.04
O -2.91 0.68 -0.20
C 0.44 1.18 0.07
H 2.32 0.00 0.89
H 2.23 0.00 -0.84
H 0.46 -1.52 -0.96
H 0.01 -1.42 0.84
H -0.90 0.14 -1.23
H -1.79 0.29 1.51
H -2.90 -1.17 -0.81
H 0.27 1.85 1.00
H 0.63 2.00 -0.66
```

4:
Density functional theory data (the ωB97M-V functional and the def2-TZVPD basis) for 2 unconnected molecules or ions with the total composition C4H9N2O.

- Charge: +1
- LUMO energy: -3.0516 eV

```
16
C4H9N2O, DFT the ωB97M-V functional and the def2-TZVPD basis
C 2.16 0.04 1.18
C 1.24 -0.06 0.02
C -2.45 0.59 -1.61
C -1.97 0.74 -0.27
N -1.65 1.08 0.78
N 0.78 -0.38 1.38
O -1.14 1.23 1.88
H 2.92 -0.71 1.34
H 2.41 1.02 1.59
H 1.35 -0.88 -0.66
H -2.39 -0.46 -1.91
H -1.86 1.20 -2.30
H -3.50 0.91 -1.67
H 0.85 0.85 -0.40
H 0.60 -1.35 1.62
H 0.07 0.31 1.83
```

1 comes first in stability; the runner-up is 392.5 kJ/mol higher.

1:
Density functional theory data (the ωB97M-V functional and the def2-TZVPD basis) for a gas-phase ion, C4H9N2O (charge +1).

- SMILES: CNCC=[N+]=CO
- Charge: +1
- LUMO energy: -3.8150 eV

```
16
C4H9N2O, DFT the ωB97M-V functional and the def2-TZVPD basis
C -1.06 -1.04 -0.47
N -0.24 -0.27 0.43
C -0.39 1.16 0.42
C 0.93 1.70 -0.07
N 1.82 0.95 -0.47
C 1.77 -0.42 -0.39
O 2.50 -1.17 0.35
H -0.91 -0.56 -1.44
H -0.73 -2.01 -0.62
H -2.12 -1.02 -0.15
H 0.07 -0.71 1.32
H -0.64 1.58 1.38
H -1.01 1.65 -0.40
H 1.05 2.68 -0.22
H 1.44 -1.06 -1.24
H 2.84 -0.58 1.04
```

2:
Density functional theory data (the ωB97M-V functional and the def2-TZVPD basis) for a gas-phase ion, C4H9N2O (charge +1).

- SMILES: CC1=[NH+][C@H](C)ON1
- Charge: +1
- LUMO energy: -3.1097 eV

```
16
C4H9N2O, DFT the ωB97M-V functional and the def2-TZVPD basis
C -1.74 -0.78 1.48
C -0.51 -0.62 0.64
N 0.15 0.50 0.61
C 1.26 0.39 -0.42
C 1.05 1.43 -1.56
O 1.01 -0.85 -0.96
N -0.06 -1.46 -0.25
H -2.02 0.14 1.90
H -1.67 -1.56 2.18
H -2.41 -1.21 0.84
H 0.08 1.43 1.12
H 2.18 0.44 0.18
H -0.05 1.39 -1.69
H 1.44 0.88 -2.51
H 1.62 2.34 -1.29
H -0.35 -2.47 -0.27
```

1 comes first in stability; the runner-up is 41.1 kJ/mol higher.

1:
Density functional theory data (the ωB97M-V functional and the def2-TZVPD basis) for C4H4OS3 in the gas phase.

- SMILES: O[C@@H](C=S)C(=S)C=S
- LUMO energy: -2.2642 eV

```
12
C4H4OS3, DFT the ωB97M-V functional and the def2-TZVPD basis
O -1.27 0.77 1.40
C -0.37 -0.03 0.70
C -1.11 -0.99 -0.34
S -2.63 -0.94 -0.76
C 0.59 0.78 -0.14
S 0.22 2.22 -0.73
C 1.89 0.15 -0.43
S 2.29 -1.40 -0.17
H -1.94 1.11 0.74
H 0.11 -0.77 1.39
H -0.36 -1.72 -0.77
H 2.59 0.82 -0.90
```

2:
Density functional theory data (the ωB97M-V functional and the def2-TZVPD basis) for C4H4OS3 in the gas phase.

- SMILES: S=C1C[C@@H](S)C(=S)O1
- LUMO energy: -0.8018 eV

```
12
C4H4OS3, DFT the ωB97M-V functional and the def2-TZVPD basis
S 2.90 -0.64 -0.64
C 1.35 -0.52 -0.21
C 0.67 0.48 0.72
C -0.81 0.32 0.38
S -1.49 1.52 -0.80
C -0.87 -1.08 -0.22
S -2.09 -2.11 -0.38
O 0.41 -1.41 -0.64
H 0.91 0.18 1.76
H 1.05 1.48 0.56
H -1.45 0.40 1.27
H -0.57 1.37 -1.78
```

2 comes first in stability; the runner-up is 154.3 kJ/mol higher.

1:
Density functional theory data (the ωB97M-V functional and the def2-TZVPD basis) for C4H7NO3 in the gas phase.

- SMILES: O=CNC(=O)CCO
- LUMO energy: 0.1551 eV

```
15
C4H7NO3, DFT the ωB97M-V functional and the def2-TZVPD basis
O 1.57 -1.60 2.81
C 0.79 -1.00 2.11
N 0.73 -1.40 0.76
C 0.21 -0.72 -0.28
O 0.23 -1.34 -1.39
C -0.56 0.48 0.08
C -0.93 1.29 -1.24
O 0.21 1.61 -2.03
H 0.20 -0.22 2.36
H 1.18 -2.35 0.63
H 0.08 1.28 0.62
H -1.51 0.13 0.56
H -1.73 0.67 -1.94
H -1.30 2.32 -1.10
H 0.85 0.83 -1.96
```

2:
Density functional theory data (the ωB97M-V functional and the def2-TZVPD basis) for a molecular structure, C4H7NO3.

- LUMO energy: 0.3345 eV

```
15
C4H7NO3, DFT the ωB97M-V functional and the def2-TZVPD basis
O -2.02 1.03 4.09
C -1.81 0.24 3.20
C -1.00 0.63 1.99
O -0.77 -0.49 1.18
C -0.08 -0.15 0.01
C 0.40 -1.36 -0.70
N 0.56 -2.52 -0.93
H -2.27 -0.77 3.17
H -1.53 1.44 1.47
H -0.04 1.06 2.35
H -0.71 0.45 -0.67
H 0.82 0.46 0.22
O 2.69 -0.97 -1.85
H 2.56 0.00 -1.84
H 2.26 -2.12 -1.81
```

3:
Density functional theory data (the ωB97M-V functional and the def2-TZVPD basis) for C4H7NO3 in the gas phase.

- SMILES: O=CN[C@@H](C=O)CO
- LUMO energy: 0.7356 eV

```
15
C4H7NO3, DFT the ωB97M-V functional and the def2-TZVPD basis
O -1.23 -0.10 -2.17
C -1.45 -1.04 -1.43
N -0.91 -1.00 -0.16
C -0.20 0.20 0.21
C -0.08 0.27 1.75
O -0.61 -0.58 2.44
C 1.25 0.31 -0.34
O 1.90 1.45 0.20
H -1.92 -1.98 -1.68
H -0.95 -1.70 0.56
H -0.78 1.11 -0.04
H 0.54 1.03 2.23
H 1.22 0.34 -1.42
H 1.83 -0.56 -0.06
H 1.41 2.22 -0.10
```

4:
Density functional theory data (the ωB97M-V functional and the def2-TZVPD basis) for C4H7NO3 in the gas phase.

- SMILES: C=NOCCC(=O)O
- LUMO energy: 0.3926 eV

```
15
C4H7NO3, DFT the ωB97M-V functional and the def2-TZVPD basis
C 2.49 -1.14 -0.18
N 1.26 -0.71 -0.11
O 1.24 0.74 0.21
C -0.08 1.23 0.49
C -1.15 0.68 -0.43
C -2.00 -0.48 0.00
O -3.15 -0.48 -0.25
O -1.46 -1.47 0.68
H 3.22 -0.33 -0.30
H 2.82 -2.30 -0.35
H -0.30 1.47 1.63
H 0.12 2.31 0.23
H -0.80 0.55 -1.56
H -1.80 1.41 -0.50
H -0.42 -1.49 0.46
```

3 comes first in stability; the runner-up is 47.7 kJ/mol higher.

1:
Density functional theory data (the ωB97M-V functional and the def2-TZVPD basis) for C4H7NO3 in the gas phase.

- SMILES: CC(=O)NCC(=O)O
- LUMO energy: 0.4140 eV

```
15
C4H7NO3, DFT the ωB97M-V functional and the def2-TZVPD basis
C -1.05 -0.56 1.44
C -1.10 0.86 0.89
O -1.89 1.68 1.31
N -0.25 1.24 -0.14
C 1.03 0.68 -0.61
C 0.78 -0.60 -1.44
O 0.52 -0.63 -2.60
O 1.07 -1.70 -0.68
H -0.20 -0.71 2.12
H -1.96 -0.71 2.00
H -0.96 -1.19 0.57
H -0.52 2.12 -0.55
H 1.38 1.42 -1.32
H 1.70 0.51 0.23
H 1.45 -2.43 -1.21
```

2:
Density functional theory data (the ωB97M-V functional and the def2-TZVPD basis) for 2 unconnected molecules or ions with the total composition C4H7NO3.

- SMILES: N/C=C/C(O)=C=O.O
- LUMO energy: 0.3183 eV

```
15
C4H7NO3, DFT the ωB97M-V functional and the def2-TZVPD basis
N 0.44 1.86 -0.88
C -0.53 0.93 -0.75
C -0.50 0.01 0.29
C -0.99 -1.37 0.08
O -2.33 -1.69 0.18
C -0.11 -2.34 -0.13
O 0.71 -3.18 -0.18
H 0.38 2.51 -1.65
H 1.39 1.72 -0.22
H -1.01 0.64 -1.68
H -0.59 0.41 1.31
H -2.79 -1.36 -0.59
O 2.32 0.66 1.15
H 1.40 0.03 1.11
H 2.22 1.19 1.95
```

1 comes first in stability; the runner-up is 377.2 kJ/mol higher.

1:
Density functional theory data (the ωB97M-V functional and the def2-TZVPD basis) for a molecular structure, C4H7NO3.

- LUMO energy: -0.1377 eV

```
15
C4H7NO3, DFT the ωB97M-V functional and the def2-TZVPD basis
C -1.50 1.18 1.28
C 1.54 -0.14 -0.66
C -0.40 -0.48 -0.51
C -0.80 0.40 0.28
N -0.57 -1.73 -1.02
O 2.05 -1.15 0.11
O 1.35 1.11 0.16
O 2.04 0.03 -1.77
H 1.47 -1.30 0.88
H 1.59 1.85 -0.41
H -0.09 -1.85 -1.90
H -1.52 -2.06 -1.10
H -1.80 2.17 0.91
H -0.93 1.31 2.20
H -2.42 0.65 1.54
```

2:
Density functional theory data (the ωB97M-V functional and the def2-TZVPD basis) for C4H7NO3 in the gas phase.

- SMILES: C=CCOC(=O)NO
- LUMO energy: 0.7188 eV

```
15
C4H7NO3, DFT the ωB97M-V functional and the def2-TZVPD basis
C -2.83 -0.14 -0.44
C -1.59 0.16 -0.41
C -0.67 -0.41 0.60
O 0.69 -0.70 0.17
C 1.32 0.49 0.09
O 0.77 1.59 0.08
N 2.66 0.39 -0.01
O 3.24 -0.72 -0.58
H -3.63 0.49 -0.92
H -3.19 -0.99 -0.07
H -1.15 1.07 -0.84
H -1.20 -1.38 0.91
H -0.66 0.33 1.41
H 3.12 1.25 -0.11
H 3.14 -1.43 0.11
```

2 comes first in stability; the runner-up is 76.5 kJ/mol higher.

1:
Density functional theory data (the ωB97M-V functional and the def2-TZVPD basis) for C21H22N2O3 in the gas phase.

- SMILES: C/C=C1/CN2CC[C@@]34C(=O)[C@@H]2C[C@@H]1[C@]3(C(=O)OC)C=Nc1ccccc14
- LUMO energy: 0.2628 eV

```
48
C21H22N2O3, DFT the ωB97M-V functional and the def2-TZVPD basis
C -2.32 0.92 3.32
C -2.27 -0.45 2.72
C -2.01 -0.73 1.37
C -2.20 -2.17 0.96
N -1.53 -2.49 -0.30
C -0.13 -3.00 -0.21
C 0.73 -1.79 0.11
C 0.53 -0.57 -0.89
C -0.41 -1.05 -2.00
O -0.25 -1.03 -3.22
C -1.74 -1.51 -1.43
C -2.43 -0.22 -0.98
C -1.70 0.33 0.25
C -0.19 0.60 -0.10
C 0.51 1.21 1.14
O 1.56 0.74 1.57
O -0.09 2.32 1.61
C 0.66 3.04 2.57
C -0.14 1.82 -1.01
N 0.82 2.12 -1.84
C 1.84 1.26 -2.05
C 2.96 1.72 -2.73
C 4.10 0.94 -2.93
C 4.12 -0.39 -2.50
C 3.00 -0.90 -1.78
C 1.83 -0.08 -1.58
H -3.09 0.93 4.09
H -2.56 1.67 2.57
H -1.38 1.17 3.75
H -2.50 -1.25 3.40
H -3.26 -2.39 0.93
H -1.77 -2.82 1.72
H -0.02 -3.77 0.56
H 0.11 -3.49 -1.18
H 1.76 -2.15 0.23
H 0.44 -1.45 1.10
H -2.37 -1.98 -2.18
H -3.46 -0.33 -0.69
H -2.50 0.50 -1.80
H -2.14 1.30 0.50
H 0.09 3.94 2.80
H 1.63 3.33 2.14
H 0.83 2.45 3.49
H -0.94 2.51 -0.93
H 2.95 2.76 -3.06
H 4.99 1.35 -3.40
H 5.00 -1.03 -2.67
H 2.94 -1.91 -1.43
```

2:
Density functional theory data (the ωB97M-V functional and the def2-TZVPD basis) for a molecular structure, C21H22N2O3.

- LUMO energy: 0.3819 eV

```
48
C21H22N2O3, DFT the ωB97M-V functional and the def2-TZVPD basis
C -7.47 0.09 0.54
H -7.23 0.45 1.48
O -6.32 -0.68 0.05
C -5.15 -0.31 0.02
C -4.82 0.85 0.22
C -3.57 1.32 0.36
C -2.63 0.38 0.09
C -2.93 -0.79 -0.53
C -4.28 -1.17 -0.43
H -4.51 -2.24 -0.59
O -1.93 -1.44 -0.75
C -2.28 -2.88 -1.21
H -2.61 -3.69 -0.38
H -2.82 -2.94 -1.94
H -1.23 -3.45 -1.49
N -1.25 0.79 -0.04
C -0.52 1.84 0.15
O -1.15 2.97 0.52
C 1.04 2.05 -0.15
C 1.65 0.84 0.25
C 3.01 0.81 -0.12
C 3.58 2.09 -0.27
C 2.94 3.25 -0.58
C 1.52 3.17 -0.29
H 0.98 4.18 -0.86
H 3.53 4.07 -0.95
H 4.78 1.82 -0.54
N 3.85 -0.19 0.18
C 4.57 -0.99 -0.58
C 5.22 -2.10 -0.02
C 4.68 -2.01 1.17
C 3.79 -1.09 1.26
C 3.08 -0.60 2.61
H 2.02 -1.18 2.56
H 3.52 -1.08 3.49
H 3.02 0.65 2.69
H 4.93 -2.85 1.79
H 5.87 -2.73 -0.27
C 4.81 -0.41 -2.07
H 5.50 0.43 -2.04
H 5.21 -1.36 -2.57
H 3.77 0.05 -2.23
H 1.12 -0.17 0.48
H -0.67 -0.10 -0.46
H -3.33 2.47 0.49
H -5.42 1.69 0.67
H -8.35 -0.61 0.45
H -7.48 0.80 -0.19
```

1 comes first in stability; the runner-up is 1255.2 kJ/mol higher.